# 1
Below is C4H7NO as an isolated structure, with properties calculated with ωB97M-V with the def2-TZVPD basis set.

```
13
Properties=species:S:1:pos:R:3:forces:R:3:lowdin_charge:R:1
C 0.18482 -0.77012 -1.36334 -1.00 -1.27 0.53 -0.04
C -0.33317 0.97184 1.03015 1.12 0.27 -2.06 -0.07
C -0.17120 -1.40894 -0.22006 0.78 -1.00 -1.56 -0.19
C 0.53643 1.01213 -0.44337 -1.09 2.11 3.65 -0.44
N -0.38530 -2.18890 0.66954 -0.21 0.71 0.04 0.22
O 1.73687 1.21518 -0.35379 -0.01 -0.56 -0.45 -0.05
H -0.45909 -1.93229 1.64857 0.08 0.08 0.00 0.10
H -0.12262 1.62362 -1.08500 0.11 -0.61 -0.77 0.11
H 1.12551 -1.05865 -1.81590 0.17 0.28 0.34 0.11
H -0.61520 -0.59548 -2.07347 -0.06 0.23 0.17 0.10
H 0.24835 0.47336 1.80315 -0.04 -0.06 0.00 0.05
H -0.38174 2.03817 1.24432 0.08 0.03 0.21 0.06
H -1.36367 0.62010 0.95921 0.07 -0.22 -0.09 0.05
```
Forces are in eV/Å.

Output
orbital gap: 9.0 eV
2S+1: 1
highest occupied orbital energy: -0.3154 Ha
electronic energy: -7795.412 eV

***

# 2
Below is one molecule with the formula C4H7NO, with properties calculated with ωB97M-V with the def2-TZVPD basis set.

```
13
Properties=species:S:1:pos:R:3:forces:R:3:lowdin_charge:R:1
C -1.41091 -0.83156 0.38446 -0.12 -0.17 0.11 -0.06
C -0.05375 -0.23956 0.17148 0.17 -0.15 0.14 -0.30
C 0.20682 0.28294 -1.20032 -1.11 0.33 -0.18 -0.24
N 0.17994 1.53631 -1.42038 0.76 -0.14 -0.25 0.12
C 0.93532 -0.04754 1.04563 -0.44 -0.37 -0.14 -0.16
O 2.10424 0.47451 0.58956 0.18 -0.18 -0.51 -0.01
H -1.73877 -0.73633 1.42215 0.07 -0.10 -0.07 0.08
H -2.15205 -0.33036 -0.25072 0.13 -0.07 0.18 0.08
H -1.40671 -1.89085 0.10978 -0.15 0.04 0.06 0.08
H 1.94639 0.47729 -0.38913 1.02 0.48 1.05 0.09
H 0.30297 -0.39604 -2.05651 -0.13 0.08 0.12 0.12
H 0.16607 2.00994 -0.50799 -0.38 0.09 -0.27 0.07
H 0.92043 -0.30875 2.10200 0.01 0.17 -0.23 0.13
```
Forces are in eV/Å.

Output
orbital gap: 9.7 eV
SMILES: [H]/N=C\C(C)=C/O
2S+1: 1
highest occupied orbital energy: -0.3242 Ha
electronic energy: -7797.462 eV